DFT (wB97M-V/def2-TZVPD) results for 2 unconnected molecules or ions with the total composition C7H17NO at a distorted geometry.

Properties
SMILES   CCN(C)C(C)=O.CC
ΔE to the lowest compared entry with this formula, charge and spin   101.69 kcal per mole
E   -11068.7288 eV
Frontier orbital gap   10.3 eV

Structure (XYZ):
```
26
Properties=species:S:1:pos:R:3:mulliken_charge:R:1
C -1.826 1.394 1.669 -0.902
C -1.646 -0.166 1.386 -0.432
N -0.955 -0.700 0.157 0.203
C -1.893 -1.575 -0.871 -0.852
C 0.281 -1.217 0.443 0.510
C 0.854 -1.945 -0.737 -0.981
O 0.960 -1.289 1.497 -0.644
H -1.114 1.768 2.450 0.289
H -2.755 1.874 2.244 0.275
H -1.492 1.995 0.783 0.190
H -1.051 -0.573 2.314 0.294
H -2.782 -0.479 1.653 0.261
H -1.346 -2.357 -1.634 0.370
H -2.724 -1.982 -0.338 0.293
H -2.334 -0.703 -1.424 0.303
H 1.689 -2.543 -0.231 0.308
H 0.038 -2.754 -0.861 0.338
H 1.346 -1.409 -1.601 0.198
C 2.742 2.650 -1.502 -1.147
C 1.343 2.138 -1.619 -0.381
H 2.904 3.475 -2.061 0.406
H 3.005 2.971 -0.470 0.302
H 3.563 1.957 -1.720 0.300
H 1.123 1.968 -2.669 0.314
H 0.609 2.985 -1.271 0.217
H 1.199 1.346 -0.849 -0.033
```

DFT (wB97M-V/def2-TZVPD) results for a molecular structure, C7H17NO at a distorted geometry.

Properties
ΔE to the lowest compared entry with this formula, charge and spin   69.98 kcal per mole
E   -11070.1035 eV
Frontier orbital gap   8.8 eV

Structure (XYZ):
```
26
Properties=species:S:1:pos:R:3:mulliken_charge:R:1
C -0.532 0.031 -0.770 0.850
C 0.515 0.005 1.745 0.468
C 0.398 -0.058 -2.452 -0.495
C -1.621 1.073 -0.883 -1.647
C 0.834 1.263 2.534 -1.430
C -0.669 -0.729 2.336 -1.290
C 1.170 -1.350 -2.544 -1.210
N 0.594 0.286 -0.019 -0.387
O -1.104 -1.197 -0.541 -0.594
H -0.398 -1.856 -0.504 0.397
H 0.842 1.262 -0.135 0.236
H 1.385 -0.657 1.752 0.182
H -0.411 0.031 -3.174 0.359
H 1.036 0.818 -2.538 0.349
H -1.696 1.479 -1.891 0.378
H -2.629 0.705 -0.698 0.394
H -1.566 1.968 -0.267 0.322
H 1.653 1.810 2.067 0.380
H -0.809 -1.721 1.910 0.308
H -0.033 1.928 2.534 0.309
H 1.096 1.034 3.572 0.404
H -0.524 -0.931 3.402 0.436
H -1.580 -0.131 2.255 0.312
H 0.489 -2.202 -2.508 0.280
H 1.712 -1.429 -3.491 0.371
H 1.848 -1.432 -1.692 0.316
```